A 6-piece molecular cluster, C31H59BrClF10NO10S2 overall in a non-equilibrium geometry. Source: OMol25; level of theory: ωB97M-V/def2-TZVPD.

The geometry in XYZ format:
```
115
Properties=species:S:1:pos:R:3:lowdin_charge:R:1
C 0.34 1.77 1.82 0.1238
C -0.22 0.76 1.03 -0.1996
C -0.14 0.55 -0.43 -0.3385
S 1.68 0.04 -0.75 0.8301
O 1.89 -1.30 -1.22 -0.2605
O 2.36 0.20 0.51 -0.2584
C 2.74 1.04 -1.90 -0.4365
F 2.91 2.30 -1.47 0.1346
F 2.30 1.12 -3.17 0.1164
C 4.19 0.39 -2.04 -0.3548
F 5.05 1.42 -2.17 0.1590
F 4.59 -0.31 -0.97 0.1504
C 4.39 -0.48 -3.31 -0.3493
F 4.63 0.27 -4.39 0.1679
F 3.37 -1.32 -3.56 0.1661
C 5.65 -1.41 -3.14 -0.5161
F 5.96 -1.83 -4.39 0.1542
F 5.39 -2.51 -2.43 0.1785
F 6.72 -0.75 -2.68 0.1688
C -1.30 -0.48 -0.86 -0.2983
C -0.94 -1.24 -2.18 -0.2018
C -0.22 -0.58 -3.36 -0.1696
C -0.67 -1.25 -4.66 -0.2110
F -0.18 -2.54 -4.75 -0.0290
C -1.36 -1.65 0.19 -0.5834
Br -2.54 -3.14 -0.33 0.8726
C -0.08 -2.29 0.76 -0.2747
C 0.52 -3.56 0.13 -0.1296
C -2.74 0.22 -0.94 -0.4846
Cl -3.87 -0.65 -2.12 0.7753
C -3.62 0.12 0.32 -0.2365
C -3.28 0.97 1.56 -0.2441
N -4.53 1.51 2.16 0.0226
C -2.77 1.68 -1.53 -0.4645
C -2.76 1.77 -3.08 -0.0610
C -4.11 2.39 -1.19 -0.1789
C -4.21 3.80 -1.83 -0.0669
O -1.84 2.60 -0.91 -0.1583
S -0.32 2.22 -1.12 0.6509
O 0.03 2.34 -2.51 -0.2397
O 0.44 3.15 -0.33 -0.2338
H -0.01 2.80 1.86 0.0773
H 1.14 1.50 2.50 0.0924
H -0.78 0.09 1.66 0.1014
H -1.79 -1.77 -2.58 0.0351
H -0.29 -2.06 -1.90 0.0878
H -0.35 0.48 -3.56 0.0820
H 0.84 -0.80 -3.34 0.0859
H -1.76 -1.30 -4.67 0.1125
H -0.39 -0.65 -5.52 0.1217
H -1.87 -1.32 1.09 0.0447
H 0.72 -1.60 0.99 0.0764
H -0.34 -2.63 1.77 0.1133
H 0.13 -3.83 -0.85 0.0470
H 1.58 -3.40 0.01 0.0631
H 0.42 -4.43 0.77 0.0715
H -3.73 -0.91 0.66 0.0680
H -4.65 0.33 0.09 0.0867
H -2.77 0.37 2.32 0.1069
H -2.65 1.82 1.32 0.0950
H -4.50 1.31 3.15 0.0558
H -4.52 2.51 2.10 0.0507
H -2.25 2.68 -3.37 0.0917
H -3.77 1.77 -3.47 0.0801
H -2.24 0.96 -3.57 0.0525
H -4.22 2.55 -0.13 0.0900
H -4.95 1.81 -1.56 0.1084
H -4.81 3.74 -2.73 0.0755
H -3.26 4.22 -2.12 0.0751
H -4.72 4.49 -1.16 0.0763
C -3.01 5.05 5.67 -0.0915
C -3.43 4.07 4.59 -0.3282
O -4.52 3.25 5.03 -0.0917
H -2.71 4.52 6.57 0.0750
H -2.17 5.66 5.33 0.0762
H -3.83 5.71 5.94 0.0620
H -2.62 3.40 4.34 0.1048
H -3.74 4.61 3.69 0.1060
H -5.25 3.84 5.25 0.0790
C 8.58 -0.39 -0.39 -0.0888
C 8.53 -0.05 1.09 -0.3157
O 8.30 1.34 1.29 -0.0819
H 9.37 0.18 -0.88 0.0824
H 8.77 -1.46 -0.54 0.0780
H 7.64 -0.13 -0.87 0.0389
H 9.47 -0.29 1.57 0.1099
H 7.74 -0.62 1.59 0.1080
H 7.46 1.56 0.88 0.0737
C -4.44 4.36 10.29 -0.0919
C -4.76 5.68 9.61 -0.3134
O -5.03 5.50 8.22 -0.0972
H -3.58 3.89 9.82 0.0739
H -4.22 4.51 11.35 0.0740
H -5.28 3.67 10.20 0.0726
H -3.91 6.36 9.68 0.1120
H -5.62 6.15 10.08 0.1077
H -5.78 4.90 8.15 0.0798
C 8.29 -5.04 -3.33 -0.0869
C 7.67 -6.19 -2.58 -0.3203
O 7.36 -5.84 -1.24 -0.0831
H 9.21 -4.71 -2.83 0.0764
H 8.54 -5.32 -4.36 0.0749
H 7.61 -4.18 -3.36 0.0540
H 8.35 -7.04 -2.53 0.1099
H 6.75 -6.52 -3.08 0.1081
H 6.74 -5.10 -1.26 0.0698
C -4.66 -5.16 -4.32 -0.0904
C -3.94 -5.60 -3.06 -0.3263
O -4.85 -5.75 -1.98 -0.0936
H -5.18 -4.21 -4.15 0.0732
H -3.96 -5.02 -5.15 0.0737
H -5.41 -5.89 -4.62 0.0714
H -3.21 -4.85 -2.76 0.0726
H -3.41 -6.54 -3.23 0.1103
H -5.49 -6.42 -2.23 0.0762
```

The value obtained for the frontier orbital gap is 6.9 eV. As for the HOMO energy: -8.70 eV. The SMILES is C=C[C@@]1(S(=O)(=O)C(F)(F)C(F)(F)C(F)(F)C(F)(F)F)[C@@](CCCF)([C@@H](Br)CC)[C@@](Cl)(CCN)[C@@](C)(CC)OS1(=O)=O.CCO.CCO.CCO.CCO.CCO. As for the net charge: 0.



C31H60AsGe3OSbTl as an isolated structure in a non-equilibrium geometry. Source: OMol25; level of theory: ωB97M-V/def2-TZVPD.

The geometry in XYZ format:
```
98
Properties=species:S:1:pos:R:3:mulliken_spin:R:1
Tl 0.87 -0.16 0.06 0.2289
C 1.29 -2.45 -3.37 0.0106
Ge -0.67 -2.63 -3.08 0.0178
C -1.68 -1.01 -3.66 -0.0105
C -1.45 -4.34 -3.75 0.0110
Ge -0.90 -2.71 -0.47 0.1731
C 0.13 -4.00 0.63 -0.0101
C 0.83 -5.01 -0.03 0.0191
C 1.55 -5.94 0.69 -0.0031
C 1.59 -5.87 2.07 0.0108
C 0.91 -4.86 2.74 -0.0034
C 0.18 -3.93 2.02 -0.0138
C -2.67 -2.30 0.32 -0.0369
C -3.38 -1.18 -0.10 -0.0042
C -4.70 -1.00 0.28 -0.0043
C -5.33 -1.95 1.07 0.0121
C -4.62 -3.06 1.52 -0.0042
C -3.30 -3.23 1.15 0.0204
H 1.50 -2.33 -4.43 -0.0007
H 1.82 -3.34 -3.02 0.0001
H 1.69 -1.58 -2.85 -0.0073
H -1.41 -0.77 -4.68 -0.0002
H -1.46 -0.15 -3.03 0.0128
H -2.76 -1.19 -3.63 0.0012
H -1.38 -4.35 -4.83 0.0034
H -2.49 -4.42 -3.47 0.0000
H -0.90 -5.20 -3.36 -0.0007
H 0.80 -5.07 -1.11 -0.0013
H 2.08 -6.73 0.17 -0.0003
H 2.16 -6.60 2.63 0.0004
H 0.95 -4.80 3.82 -0.0002
H -0.33 -3.12 2.53 0.0057
H -2.89 -0.44 -0.73 -0.0006
H -5.25 -0.13 -0.05 -0.0003
H -6.37 -1.83 1.34 0.0002
H -5.10 -3.79 2.14 0.0000
H -2.75 -4.11 1.48 0.0007
C -1.16 -1.48 4.81 0.0004
As -0.90 0.09 3.70 -0.0028
C 0.06 1.39 4.79 0.0018
C -2.64 0.80 3.18 -0.0006
O -0.04 -0.27 2.33 -0.0173
H -1.69 -1.20 5.71 -0.0001
H -0.18 -1.89 5.07 0.0001
H -1.73 -2.24 4.28 -0.0002
H -0.63 2.10 5.26 0.0000
H 0.78 1.94 4.18 0.0000
H 0.60 0.86 5.57 0.0001
H -3.10 1.35 3.99 0.0000
H -3.29 -0.03 2.89 -0.0011
H -2.50 1.46 2.32 -0.0004
C -2.93 3.05 -2.53 -0.0028
C -2.46 3.79 -1.30 -0.0065
C -3.55 3.88 -0.25 0.0002
Sb -0.66 2.74 -0.46 -0.0491
C 0.09 4.19 1.05 -0.0039
C 1.51 3.81 1.42 0.0091
C -0.78 4.20 2.30 0.0011
C 0.90 3.14 -2.01 0.0114
C 0.86 2.10 -3.12 -0.0127
C 0.80 4.55 -2.55 0.0026
H -3.77 3.58 -2.98 -0.0004
H -3.27 2.05 -2.27 0.0000
H -2.15 2.98 -3.28 -0.0001
H -2.12 4.80 -1.56 0.0001
H -3.83 2.89 0.11 0.0003
H -4.44 4.33 -0.69 -0.0005
H -3.25 4.49 0.59 0.0000
H 0.07 5.17 0.58 0.0003
H 1.53 2.81 1.85 -0.0020
H 1.91 4.51 2.15 0.0001
H 2.17 3.82 0.55 0.0018
H -0.80 3.21 2.76 -0.0012
H -1.79 4.52 2.08 0.0002
H -0.36 4.90 3.03 0.0002
H 1.84 3.02 -1.47 -0.0038
H -0.03 2.20 -3.73 -0.0007
H 0.90 1.08 -2.70 0.0108
H 1.72 2.23 -3.78 0.0004
H -0.11 4.69 -3.13 -0.0005
H 1.64 4.75 -3.21 0.0003
H 0.82 5.28 -1.74 -0.0001
C 4.55 1.09 -2.30 -0.0015
Ge 4.81 -0.02 -0.67 0.0064
C 6.39 0.62 0.37 0.0519
C 4.98 -1.92 -1.19 -0.0030
C 3.35 0.20 0.64 0.5142
H 5.48 1.14 -2.84 -0.0005
H 4.26 2.11 -2.06 0.0001
H 3.80 0.65 -2.95 0.0004
H 7.27 0.50 -0.26 0.0078
H 6.52 0.04 1.27 -0.0010
H 6.29 1.67 0.63 -0.0005
H 5.98 -2.10 -1.58 -0.0002
H 4.27 -2.18 -1.97 -0.0002
H 4.83 -2.58 -0.34 0.0001
H 3.22 1.22 1.00 0.0263
H 3.39 -0.49 1.47 0.0393
```

Its spin multiplicity is 2. The value obtained for the frontier orbital gap (spin up / spin down) is 6.0 / 5.4 eV. As for the HOMO energy (spin up / spin down): -12.87 / -13.19 eV. The energy above the lowest of the compared OMol25 structures with the same formula, charge and spin is 1.3155 eV. As for the net charge: +2.